Formula: C12H48AlB6O6S3V
Source: the Open Molecules 2025 dataset
Level of theory: the ωB97M-V functional and the def2-TZVPD basis

The geometry in ORCA input format:
```
! wB97M-V def2-TZVPD RIJCOSX def2/J DEFGRID3
* xyz 1 4
S 5.4928 -1.0244 -0.6313
B 0.4398 1.0547 -3.1857
C 3.1514 -1.3167 -2.0848
H -0.8469 -5.2822 -1.1554
H 2.6481 -1.2637 0.0559
H 0.5851 3.8988 -0.3078
H 0.8659 0.6127 1.5218
H 3.4031 2.4201 -0.6298
O 5.1916 -0.0365 0.3949
V 0.3608 2.2339 -1.0903
H 4.3642 0.4103 2.6993
H 4.6856 0.4909 -2.4141
H 3.1480 0.4373 3.9352
C 4.3881 -2.4455 -0.2668
C 3.0177 -1.9644 -0.6928
H 1.9264 2.4398 0.3137
H 2.7930 1.2102 2.3526
H -2.4038 -4.9758 0.6294
C 4.5770 -0.5489 -2.1057
H -0.8331 -4.5344 1.4427
H 3.2031 -2.0366 -2.9016
C -1.6879 -1.9221 -0.8547
C -1.5317 -4.3219 0.6335
O -4.0786 2.3045 4.0141
O -1.2827 -1.8615 1.8487
B 2.5661 1.8245 -0.2998
H -0.9306 0.5031 1.2464
S -2.0937 -2.5705 0.8591
Al 0.6420 -0.4600 4.0090
H 2.9476 -0.5339 2.4739
H 2.2511 -0.7122 -2.1948
H -2.4700 -3.7362 -1.8241
H -5.6078 0.1708 3.7853
O 6.8653 -1.4813 -0.8614
H -4.4459 -0.8965 2.9819
H -3.2840 2.9848 1.1414
H -0.9680 -3.2423 -2.5696
H 2.3251 -2.7927 -0.5434
C -5.1996 1.7140 1.0113
C -3.7197 2.0088 1.3551
H 1.3593 0.8992 -3.7283
H 5.2087 -1.0916 -2.8089
H -5.3078 1.8411 -0.0658
H 0.5940 0.6862 -2.1834
H -5.1938 -0.4535 0.9308
H 0.2229 4.6275 -1.9397
C -0.8756 -4.2998 -0.6840
S -3.5096 1.3665 3.1313
H 1.5394 3.5476 -1.6818
H 0.3798 2.1307 -3.1317
C -1.5123 -3.2551 -1.6254
C -4.8919 0.0980 2.9666
H -5.8482 2.4438 1.4959
H -1.3103 2.7058 -2.1040
H -1.4502 2.8325 -0.4305
H -6.6785 0.0939 1.6010
H 2.0509 1.4760 -1.1815
B 3.2983 0.4077 2.8672
C -5.6106 0.3116 1.5857
H -0.0403 1.9789 0.9131
H -1.2194 1.2663 -1.2223
H -3.0357 1.3618 0.8060
H -2.4787 -1.2498 -1.1874
O -3.5661 -2.6471 1.0392
H 4.5365 -2.6704 0.7894
H 4.7480 -3.1793 -0.9879
B 0.0177 0.9015 0.9206
H 3.0192 1.0448 0.2926
H 0.1617 -3.9975 -0.5402
H -0.6754 -1.5190 -0.8766
B 0.9689 4.3364 -1.2164
H -2.8274 2.1453 -1.2753
B -1.7502 2.2051 -1.2555
H -0.4356 0.5530 -3.5683
H 1.6109 5.1696 -0.9761
H 0.2531 0.5510 -0.0724
O -2.2061 0.6220 3.3127
*
```

Its expectation value of S² is 3.774. The calculation puts the strongest force on any atom at 6.1 eV/A. The calculation puts the molecular weight at 527.509 g mol⁻¹.

Löwdin population analysis, charges in e, atoms 1 to 4: 0.7069, -0.2911, -0.1379, 0.1308

---

Formula: C12H48N24O12
Source: the Open Molecules 2025 dataset
Level of theory: the ωB97M-V functional and the def2-TZVPD basis

The geometry in ORCA input format:
```
! wB97M-V def2-TZVPD RIJCOSX def2/J DEFGRID3
* xyz 0 1
H -1.5958 -0.5387 8.9225
N 4.4383 -1.8520 8.1907
H 0.9359 2.7854 -6.8244
N 4.9361 -7.9533 0.9082
C 0.5580 1.1119 -7.7974
O -1.2416 2.3610 9.7915
O 4.4350 -3.1339 10.0541
H 6.7308 -9.3162 0.6843
H -7.4886 4.9468 5.5252
O 0.8259 6.4780 -1.5277
H 0.8050 0.8254 -0.4827
H -2.5952 -5.7663 1.9026
N -1.7322 -5.5426 1.4279
N -0.1400 0.0357 -7.8299
N -1.8032 0.4427 9.0411
H 7.1184 4.5843 -6.9928
H -6.5773 -1.2593 -4.9985
H -7.3011 3.9341 4.0973
C -1.7290 -5.9368 0.1978
N 1.9160 -7.0682 -5.6950
N -0.0141 7.7510 0.2052
H -2.2883 0.9690 8.3286
N -0.8729 0.6853 11.0836
O 6.6361 6.2971 -4.5433
C 4.1355 -2.8851 8.8671
O 1.2968 -0.3941 2.3049
C 6.3652 5.4407 -5.2983
H 5.9198 -7.7245 0.8986
H -6.3197 7.1647 -2.7281
H -0.4922 6.9585 0.6094
H -0.8217 -0.1686 -7.1132
H 0.1873 8.6526 0.6135
H 0.8175 9.4386 -1.6225
H -4.6166 4.3628 6.9520
H 5.1484 4.3191 -4.2834
N -2.8050 -6.5916 -0.1334
O -5.1475 3.0755 4.8874
H -0.6854 2.0816 -6.5407
H 3.1129 -5.2492 -4.8235
H 0.1195 1.9865 0.9297
H 3.0912 -4.4778 8.5428
C 4.7832 -9.2102 0.6487
N -6.0699 4.9950 -1.6464
H -0.8303 -0.2859 11.3574
H 7.5900 6.2277 -6.5238
H -5.4883 4.4297 -1.0445
O 1.5776 1.2443 -8.4910
H 5.0655 -1.3106 8.7682
H -0.4238 1.2390 11.7990
C 0.9049 0.3804 1.4803
C -5.4016 5.2980 -2.6608
N 3.4398 -3.6500 8.0809
N -5.7004 6.5241 -3.2037
H -3.3617 -2.4443 -3.3548
H 4.1025 -7.3896 0.8219
H -3.0758 -6.5189 -1.1037
H -6.3706 5.8816 -1.2674
H 5.4408 3.8884 -6.0411
H -5.6118 6.5313 -4.2098
N -5.6925 -1.0342 -4.5667
H 3.9378 -1.5133 7.3815
N 0.4493 1.5409 1.7740
H 1.3534 -7.8359 -6.0330
H 3.2870 -3.2165 7.1816
H 5.8481 -10.8722 0.5776
N 3.3963 -5.3815 -5.7839
C 0.6616 7.4947 -0.9053
N 0.9671 0.1199 0.2216
H -3.7704 -0.7409 -3.3829
H 2.0122 8.4274 -1.9765
N 1.3068 8.6238 -1.2808
O -0.9320 -5.5602 -0.5609
H -5.2374 -0.1686 -4.3141
O 3.7585 -9.7379 0.5522
N 5.6433 4.3454 -5.1634
N -3.8797 -1.6742 -3.7532
C -4.9679 -2.0629 -4.3844
H 0.4556 -0.6987 -8.1850
N 5.8839 -9.8649 0.6432
H -0.9986 -4.9095 1.7129
C -1.2391 1.1928 9.9480
C -5.7770 3.9622 5.4048
H 0.6429 1.9608 2.6720
N -5.4740 4.6178 6.4829
O 3.2413 -6.7052 -7.5488
N 0.2100 2.1073 -7.0073
H 1.6167 -0.6480 0.1287
H 1.8791 -6.8339 -4.7132
H -5.9459 5.4166 6.8821
O -5.2923 -3.2353 -4.4831
N -6.9624 4.2742 4.9860
H 4.0543 -4.6875 -6.1086
O -4.6059 4.4716 -3.1558
N 6.9852 5.4226 -6.4455
C 2.9212 -6.4497 -6.4283
H -3.5689 -6.8065 0.4914
*
```

The calculation puts the strongest force on any atom at 8.0 eV/A. The SMILES is NC(N)=O.NC(N)=O.NC(N)=O.NC(N)=O.NC(N)=O.NC(N)=O.NC(N)=O.NC(N)=O.NC(N)=O.NC(N)=O.NC(N)=O.NC(N)=O. The calculation puts the molecular weight at 720.672 g mol⁻¹. The value obtained for the energy relative to the best compared isomer or geometry (same formula, charge and spin) is 1193.34 kJ/mol.

Löwdin population analysis, charges in e, atoms 1 to 4: 0.1078, 0.1520, 0.1180, 0.1704

---

Formula: C12H4AuBrF5IS
Source: the Open Molecules 2025 dataset
Level of theory: the ωB97M-V functional and the def2-TZVPD basis

The geometry in ORCA input format:
```
! wB97M-V def2-TZVPD RIJCOSX def2/J DEFGRID3
* xyz 0 1
F 2.2188 2.1277 -0.2586
C -2.9985 -0.5480 0.8353
Au 0.5325 -0.5943 0.1868
C -3.5695 0.5997 2.8678
H -5.2918 -0.1801 3.9132
Br -4.5470 -2.7236 -0.2092
C 3.4067 1.7574 -2.2405
C 4.1344 -0.7898 -1.4423
I -1.8430 -0.5352 -0.9010
C -2.7307 0.4724 1.7786
H -1.8736 1.1485 1.5976
F 5.4461 -1.0315 -3.4210
F 3.0688 2.9769 -2.6767
S 2.7265 -0.6271 0.9692
H -3.4036 1.3770 3.5985
F 4.5498 -1.9984 -1.0178
C 4.5595 -0.3557 -2.7102
H -5.8097 -1.8202 2.0627
C 4.1868 0.9308 -3.1092
C 3.3198 -0.0194 -0.5994
C -4.9203 -1.2377 2.0699
C -4.0832 -1.3551 0.9874
C 2.9869 1.2927 -1.0242
F 4.6077 1.3627 -4.2922
C -4.6733 -0.2298 3.0352
*
```

The calculation puts the strongest force on any atom at 2.3 eV/A. The calculation puts the molecular weight at 678.996 g mol⁻¹. The value obtained for the energy relative to the best compared isomer or geometry (same formula, charge and spin) is 0.00 kJ/mol.

natural (NBO) population analysis, charges in e, atoms 1 to 4: -0.3065, -0.2037, 0.3374, -0.2077

---

Formula: C12H4Cl3GeMoNO5S2
Source: the Open Molecules 2025 dataset
Level of theory: the ωB97M-V functional and the def2-TZVPD basis

The geometry in ORCA input format:
```
! wB97M-V def2-TZVPD RIJCOSX def2/J DEFGRID3
* xyz 1 2
S 3.0231 1.5277 0.2865
C -2.1564 0.9973 0.1182
O -3.7486 4.1326 -0.3069
C -4.4546 1.7600 -0.0186
Mo 0.6714 1.5099 0.0985
Cl 3.1489 4.5089 1.4197
C -2.0837 2.3555 -0.0548
C 0.1409 -2.5737 -0.0650
H -0.7923 -2.0326 -0.0736
O -0.9192 2.8831 -0.1053
C 2.5636 -2.5944 0.0249
H 3.5321 -4.5226 -0.0132
C -3.4754 0.4257 0.1651
C 0.1767 -3.9507 -0.1157
Cl 2.3169 4.3264 -1.9572
S 3.9216 -1.5049 0.1258
H -0.7515 -4.5029 -0.1681
H 1.3813 -5.7311 -0.1379
C 2.5944 -3.9844 -0.0287
C 1.3894 -4.6507 -0.0983
N 1.5570 -0.5122 0.0630
C 2.8240 -0.2072 0.1335
Ge 1.5702 4.0440 0.0392
O -3.9437 -0.6453 0.2865
C 1.3527 -1.8883 0.0054
O -5.6058 1.8115 -0.0434
C -3.3657 3.0385 -0.1609
O -1.0152 0.3775 0.2147
Cl 0.1478 5.6021 0.3666
*
```

Its expectation value of S² is 0.759. The calculation puts the strongest force on any atom at 0.4 eV/A. The calculation puts the molecular weight at 581.209 g mol⁻¹. The value obtained for the energy relative to the best compared isomer or geometry (same formula, charge and spin) is 167.78 kJ/mol.

natural (NBO) population analysis, charges in e, atoms 1 to 4: 0.1742, 0.1704, -0.2956, 0.4656

---

no.,calculated total energy (eV)
1,-94323.1654
2,-73557.9948
3,-118765.7374
4,-141838.3327